(1)
The following is a DFT calculation (the ωB97M-V functional and the def2-TZVPD basis) of C23H29N4O11Zr as an isolated structure.

Structure (ORCA input):
```
! wB97M-V def2-TZVPD RIJCOSX def2/J DEFGRID3
* xyz -1 1
Zr 0.9334 0.7533 0.4579
O 0.2142 -1.0591 1.0257
O 3.4675 -2.3637 1.0897
O 0.2992 5.7536 0.1025
O -2.0967 2.8052 2.3915
O -0.4034 1.4209 1.9285
O 2.1764 1.3958 -1.1739
O 2.7659 2.7390 -2.8549
O -0.9885 -1.9692 2.6843
O 2.6811 -0.2716 1.0116
O 0.5382 3.0287 0.0953
O 2.0954 2.3174 1.4490
N 1.7438 -1.4261 -1.5476
N -2.1534 0.2940 -0.0302
N -1.0339 -2.4754 -0.8326
N -0.2072 0.8833 -2.2230
C -2.3140 1.3810 -0.9869
C 1.9336 2.1129 -2.2259
C 2.2780 4.5651 0.6904
C 1.5755 -0.8469 -2.8732
C -0.1520 -3.1405 -1.7544
C 0.2071 -0.2182 -3.1089
C 0.4712 2.1173 -2.6320
C -2.5844 0.7441 1.2991
C 2.3714 6.9374 0.2533
C -2.3245 -2.0228 -1.2628
C 3.6440 4.5865 0.9445
C 1.5743 3.2580 0.7721
C -0.5973 -1.9268 1.5351
C -1.6551 1.7768 1.9188
C 1.6378 5.7577 0.3387
C 1.3183 -2.8290 -1.4841
C 4.3801 5.7559 0.8487
C 3.1239 -1.3770 0.4688
C -0.9927 -2.9832 0.5123
C 3.1346 -1.3514 -1.0590
C 3.7334 6.9332 0.5044
C -1.6676 1.0814 -2.3205
C -2.9206 -0.9212 -0.3689
H 4.2895 7.8597 0.4277
H -1.8938 1.8939 -3.0220
H -0.4253 -2.8758 -2.7766
H 0.0193 6.6601 -0.0606
H -0.2505 -4.2407 -1.7069
H -1.9417 -3.4400 0.8229
H -3.0885 -2.8287 -1.2422
H -0.2293 -3.7639 0.5849
H -3.8944 -0.6380 -0.8058
H 2.3684 -0.1245 -3.0489
H -2.2579 -1.7176 -2.3053
H -3.3822 1.6164 -1.1478
H 3.5538 -0.4075 -1.3957
H -0.5496 -0.9850 -3.0238
H 0.1845 0.1305 -4.1553
H 0.0089 2.9633 -2.1236
H -3.1612 -1.4003 0.5808
H 4.1169 3.6511 1.2120
H -2.1183 0.1915 -2.7508
H 1.5930 -3.2029 -0.4960
H -3.6009 1.1616 1.2735
H 1.9168 -3.4178 -2.2037
H 5.4447 5.7454 1.0382
H 3.7412 -2.1903 -1.4252
H 1.8626 7.8572 -0.0154
H -2.5649 -0.1173 1.9671
H 1.6922 -1.6179 -3.6561
H 0.3967 2.2701 -3.7165
H -1.8649 2.2829 -0.5582
*
```

Properties
E: -54094.5291 eV
strongest force on any atom: 0.5 eV Å⁻¹
lowest unoccupied orbital energy: 2.5 eV
energy relative to the best compared isomer or geometry (same formula, charge and spin): 32.18 kJ/mol
Kohn-Sham gap: 8.515 eV

Results of the Löwdin charge analysis, in e, for atoms 1 through 4:
1. Zr 2.053
2. O -0.213
3. O 0.061
4. O 0.081

(2)
The following is a DFT calculation (the ωB97M-V functional and the def2-TZVPD basis) of C23H29N4O2OsS2Te as an isolated structure.

Structure (ORCA input):
```
! wB97M-V def2-TZVPD RIJCOSX def2/J DEFGRID3
* xyz 3 1
Os -0.7526 -2.1955 1.1558
Te 0.2340 2.5376 0.6004
S -2.7768 -3.2637 1.6249
S -2.2343 0.0275 -0.6763
O -0.9913 -0.8938 -0.2786
O -0.3500 -1.4396 2.7974
N -1.3210 -4.8393 0.0187
N -3.3875 -5.6330 0.6201
N -0.3493 -3.8562 0.1342
N 1.2752 -1.9031 0.6845
C 0.8759 -4.0470 -0.3077
C -3.3852 -1.0655 -1.4791
C 1.8152 7.0125 1.5612
C 1.2690 1.8507 -2.1816
C -0.6846 3.2749 -2.1947
C 2.0492 -0.8844 1.0212
C 3.0932 -2.9020 -0.5085
C 0.9163 4.4717 0.9767
C -3.1133 0.3977 0.8289
C 0.2810 2.5519 -1.4969
C -0.6544 3.2955 -3.5818
C 0.3283 2.5929 -4.2681
C 1.4720 5.2471 -0.0388
C 3.9014 -1.8144 -0.1771
C 3.3783 -0.8048 0.6030
C 0.8076 4.9535 2.2824
C 1.7853 -2.9245 -0.0622
C 1.2612 6.2282 2.5684
C 1.2878 1.8719 -3.5703
C 1.9190 6.5219 0.2635
C -2.4792 -4.6846 0.6808
C -1.1502 -1.5059 4.0028
C 1.3354 -5.2846 -0.9890
H -2.0861 -0.9654 3.8656
H 3.9751 0.0472 0.8998
H 4.9275 -1.7778 -0.5175
H -0.5634 -1.0401 4.7902
H 0.3556 2.6218 -5.3491
H -1.3455 -2.5420 4.2688
H -2.4238 0.9258 1.4868
H -3.6860 -1.8689 -0.8089
H -3.2493 -6.5106 0.1371
H -3.5255 -0.5047 1.2762
H 2.3537 -5.5237 -0.6878
H -4.2471 -0.4531 -1.7544
H 1.5561 4.8690 -1.0495
H -4.2578 -5.5229 1.1234
H -3.9161 1.0813 0.5411
H 3.4930 -3.7128 -1.1006
H 2.3512 7.1355 -0.5152
H 0.3691 4.3505 3.0690
H 2.1662 8.0101 1.7886
H -1.1168 -5.6601 -0.5336
H 1.3386 -5.1305 -2.0729
H -2.9090 -1.4343 -2.3857
H -1.3900 3.8727 -4.1262
H 1.1792 6.6145 3.5751
H 0.7292 -6.1590 -0.7656
H 2.0393 1.3159 -1.6378
H 2.0662 1.3464 -4.1076
H -1.4406 3.8410 -1.6632
H 1.6015 -0.1193 1.6398
*
```

Properties
E: -65779.5962 eV
strongest force on any atom: 0.6 eV Å⁻¹
lowest unoccupied orbital energy (alpha / beta): -11.7 / -11.6 eV
Kohn-Sham gap (alpha / beta): 2.563 / 2.593 eV

Results of the Löwdin charge analysis, in e, for atoms 1 through 4:
1. Os 1.409
2. Te 1.415
3. S 0.756
4. S 0.993

(3)
The following is a DFT calculation (the ωB97M-V functional and the def2-TZVPD basis) of a single C23H29N7O4 molecule.

Structure (ORCA input):
```
! wB97M-V def2-TZVPD RIJCOSX def2/J DEFGRID3
* xyz 0 1
O -1.3655 -4.2968 -0.5347
O -1.9570 1.2069 0.5645
O -0.4124 -0.7113 -3.1000
O 2.9908 -1.3303 2.3098
N -0.0710 -3.3408 2.3477
N -1.2557 -2.8493 2.2680
N -1.1362 -1.5459 2.1910
N 0.1145 -1.1442 2.2164
N -0.1618 0.8899 -1.5184
N -2.4226 -0.7567 -0.4430
N -4.6527 3.4628 -2.0863
C -2.5866 -2.1947 -0.4291
C 2.0796 2.9322 0.4845
C 4.3125 -3.1158 2.4294
C -2.1933 0.0122 0.6352
C -3.4936 3.3443 -2.7073
C 2.9761 -3.5614 2.4363
C 2.0209 0.6065 -0.4450
C 5.3452 -0.7297 2.3022
C 1.7333 1.4761 0.7753
C 1.5575 2.5778 -1.9431
C 2.2037 -2.4289 2.3609
C -2.2371 -0.6500 2.0248
C 0.7838 -2.2913 2.3165
C -3.1276 1.1407 -1.8646
C -4.3605 1.2571 -1.2304
C -2.3391 -0.1453 -1.7749
C -2.6953 2.2128 -2.6353
C 1.2621 1.0980 -1.6829
C 1.2783 3.4368 -0.7118
C -5.0723 2.4367 -1.3675
C 4.2670 -1.7498 2.3498
C -1.2971 -2.9389 -0.8528
C -0.8578 -0.0133 -2.2108
H 1.8650 3.5476 1.3600
H 0.6797 1.3988 1.0471
H 5.2508 -0.1244 1.4017
H -0.6272 1.4096 -0.7837
H 2.6096 2.6734 -2.2192
H -3.3939 -2.4638 -1.1165
H -1.2861 -4.4126 0.4224
H 2.3123 1.1070 1.6225
H 5.2748 -0.0630 3.1609
H -3.1869 4.2010 -3.2927
H -0.4275 -2.4557 -0.3828
H 1.5545 0.5010 -2.5543
H 6.3148 -1.2174 2.3073
H -4.7556 0.4482 -0.6341
H 0.2133 3.4128 -0.4709
H 2.6157 -4.5676 2.4866
H -2.7899 -0.8591 -2.4749
H 3.1476 3.0179 0.2675
H 3.0901 0.6288 -0.6666
H -1.7620 2.1687 -3.1735
H -3.1625 -1.2012 2.1982
H -1.1581 -2.8794 -1.9341
H 1.7447 -0.4294 -0.2382
H 5.1924 -3.7239 2.4753
H 0.9577 2.9244 -2.7873
H -2.8717 -2.5423 0.5645
H 1.5426 4.4740 -0.9283
H -6.0300 2.5663 -0.8806
H -2.1443 0.1641 2.7494
*
```

Properties
E: -42942.2923 eV
strongest force on any atom: 1.4 eV Å⁻¹
SMILES: Cc1ccc(-c2nnn(CC(=O)N(CCO)[C@H](C(=O)NC3CCCCC3)c3ccncc3)n2)o1
lowest unoccupied orbital energy: 0.5 eV
energy relative to the best compared isomer or geometry (same formula, charge and spin): 0.00 kJ/mol
Kohn-Sham gap: 9.029 eV

Results of the Löwdin charge analysis, in e, for atoms 1 through 4:
1. O -0.051
2. O 0.060
3. O 0.072
4. O 0.082

(4)
The following is a DFT calculation (the ωB97M-V functional and the def2-TZVPD basis) of C23H29N8O4S2SeTi as an isolated structure.

Structure (ORCA input):
```
! wB97M-V def2-TZVPD RIJCOSX def2/J DEFGRID3
* xyz 0 2
Se 3.4619 -0.1756 -2.8698
Ti 1.3794 -0.2781 -1.0123
S 0.4369 -2.8783 -1.3325
S -1.7935 2.0553 1.5105
O 4.7480 -1.1135 -2.7317
O 3.4005 0.8053 -4.1445
O 3.1319 0.6821 -1.4458
O 2.0242 -1.0829 -2.7295
N 0.4857 1.3764 -2.1440
N -0.3983 -3.6996 1.1056
N -0.6915 0.0230 -0.2864
N -1.2890 -0.5607 0.8113
N -1.5099 -4.5292 -0.6883
N 0.5743 -2.9351 1.7106
N 0.9796 2.1812 2.2852
N -2.5579 -0.2130 2.6572
C 1.1162 3.1218 3.3942
C 4.4067 -1.2144 2.7536
C -1.4597 0.3370 -1.2689
C 0.4960 2.7214 -4.1028
C 1.1275 2.1815 -2.9856
C 2.3497 -0.5713 0.8929
C -1.4988 1.5557 -3.4711
C 4.3798 -1.8111 1.5010
C -0.5089 -3.7217 -0.2314
C 3.3974 -0.3290 3.0900
C -3.3422 -1.2602 -1.4619
C 1.7601 2.6244 1.1317
C -3.8444 1.0901 -1.2619
C -5.2014 0.8019 -1.3235
C -2.9173 0.0579 -1.3267
C -0.8172 2.3863 -4.3601
C -1.8454 0.2837 1.6086
C 1.2123 0.7751 2.7257
C -4.6971 -1.5396 -1.5365
C -5.6273 -0.5102 -1.4643
C 3.3753 -1.4879 0.6050
C 2.3788 -0.0194 2.1846
C -0.8116 1.0944 -2.3689
H 0.8568 4.1251 3.0564
H -0.3136 2.2774 1.7706
H -2.5309 1.2817 -3.6304
H 5.1929 -1.4467 3.4608
H -2.8826 -1.1629 2.6046
H -6.6852 -0.7321 -1.5185
H 3.3829 0.1168 4.0798
H 5.1479 -2.5196 1.2162
H -5.0281 -2.5641 -1.6501
H -1.5007 -4.6699 -1.6861
H 3.4150 -1.9779 -0.3675
H -3.0379 0.4333 3.2554
H 2.8362 2.5445 1.3008
H -3.5073 2.1120 -1.1401
H -1.1886 -4.0251 1.6460
H -5.9240 1.6051 -1.2616
H -1.7592 -5.3370 -0.1382
H 0.2510 -1.9997 1.9203
H 1.4995 3.6603 0.9141
H 1.0591 3.3636 -4.7637
H -2.6083 -2.0526 -1.5062
H 1.2659 0.7897 3.8149
H 0.3077 0.2259 2.4776
H 0.4361 2.8412 4.1982
H 2.1395 3.1378 3.7842
H -1.3220 2.7659 -5.2385
H 2.1679 2.3696 -2.7702
H 0.9950 -3.4115 2.4938
H 1.5240 2.0254 0.2582
*
```

Properties
E: -154562.2690 eV
strongest force on any atom: 1.4 eV Å⁻¹
<S²>: 0.75
lowest unoccupied orbital energy (alpha / beta): -0.7 / -0.8 eV
energy relative to the best compared isomer or geometry (same formula, charge and spin): 254.95 kJ/mol
Kohn-Sham gap (alpha / beta): 6.434 / 7.409 eV

Results of the Löwdin charge analysis, in e, for atoms 1 through 4:
1. Se 0.837
2. Ti 0.836
3. S 0.770
4. S 0.759

(5)
The following is a DFT calculation (the ωB97M-V functional and the def2-TZVPD basis) of C23H29N8O4S2SeTi as an isolated structure.

Structure (ORCA input):
```
! wB97M-V def2-TZVPD RIJCOSX def2/J DEFGRID3
* xyz 0 2
Se -0.2980 -0.1871 3.3656
Ti 0.0347 -0.1900 0.6354
S -2.7140 0.3237 -3.3754
S -1.4142 -5.7238 1.4050
O -1.3388 -0.4611 2.0417
O -0.2563 -1.5196 4.2698
O -0.6119 1.2031 4.0855
O 1.0553 -0.0479 2.3594
N -1.1003 -3.2268 -2.3905
N -1.9154 -3.3391 2.5355
N -2.5814 -0.4622 -0.7582
N -2.9180 -3.0259 1.6148
N -1.6657 0.5177 -0.4766
N -3.8276 -1.7430 -2.1306
N 0.2528 1.9802 0.4881
N -0.1208 -4.4376 3.3289
C 0.1428 4.7238 0.6325
C -0.2114 -2.0104 -2.5510
C -4.6533 3.8505 -2.0742
C -5.7358 3.4924 -1.2815
C -4.3302 2.0048 -0.0218
C -1.9236 1.7729 -0.5070
C -3.2460 2.3647 -0.8144
C -5.5741 2.5713 -0.2571
C 3.6343 -1.9959 -0.7034
C -0.8241 2.6333 0.0083
C -3.4096 3.2874 -1.8423
C -0.9134 4.0125 0.0812
C -1.1748 -3.7073 -0.9812
C -1.1493 -4.4370 2.4518
C 1.1170 -2.0722 -1.8586
C -0.7222 -4.3275 -3.2996
C 2.2098 -2.6234 -2.5168
C 1.2340 -1.4855 -0.5847
C 1.2461 4.0458 1.1170
C -3.0452 -0.5753 -1.9857
C 2.5307 -1.4602 -0.0466
C 3.4728 -2.5939 -1.9407
C 1.2516 2.6639 1.0424
H -1.8697 -4.5405 -0.9270
H 0.2643 -4.6864 -3.0146
H 0.0881 5.8024 0.6978
H -4.7814 4.5579 -2.8828
H 2.0843 -3.0496 -3.5067
H 4.3196 -3.0190 -2.4637
H -4.1900 1.2821 0.7727
H -0.7780 -1.1931 -2.1277
H -4.5290 -1.6282 -2.8483
H 2.7000 -1.0235 0.9341
H 2.0775 4.5638 1.5716
H -2.8972 -2.0190 1.4815
H -0.1231 -1.8341 -3.6215
H -4.2110 -2.0652 -1.2489
H 4.6138 -1.9447 -0.2452
H -0.7083 -3.9618 -4.3237
H -3.8216 -3.3060 1.9804
H -0.1902 -4.0301 -0.6576
H -1.4445 -5.1339 -3.1994
H -1.6806 -2.6458 3.2352
H -1.8011 4.5155 -0.2709
H -2.0494 -2.8888 -2.6187
H -1.5534 -2.9095 -0.3485
H -6.7079 3.9313 -1.4654
H -2.5712 3.5334 -2.4814
H -6.4171 2.2947 0.3623
H 0.1455 -3.5843 3.8025
H 2.0551 2.0723 1.4598
H 0.5107 -5.2150 3.2891
*
```

Properties
E: -154563.5228 eV
strongest force on any atom: 0.5 eV Å⁻¹
<S²>: 0.75
lowest unoccupied orbital energy (alpha / beta): -1.1 / -1.1 eV
energy relative to the best compared isomer or geometry (same formula, charge and spin): 133.97 kJ/mol
Kohn-Sham gap (alpha / beta): 6.661 / 6.650 eV

Results of the Löwdin charge analysis, in e, for atoms 1 through 4:
1. Se 0.865
2. Ti 1.033
3. S 0.575
4. S 0.565

(6)
The following is a DFT calculation (the ωB97M-V functional and the def2-TZVPD basis) of C23H29N8OS4SiTc as an isolated structure.

Structure (ORCA input):
```
! wB97M-V def2-TZVPD RIJCOSX def2/J DEFGRID3
* xyz 1 4
Tc 0.4733 0.3324 -0.5876
S -3.8594 1.1256 -1.9824
S 1.2499 4.9068 -1.4814
S 0.9227 0.4720 -3.0132
S -0.0274 -1.7552 -1.5524
Si -0.9697 1.6705 2.3241
O 2.4920 0.1259 -0.1501
N -0.0436 0.4611 1.4047
N -1.2937 0.4475 -6.0571
N -2.7298 -3.0906 -3.6982
N 4.5878 -0.5802 0.1694
N 0.8037 -1.6593 1.2426
N 3.3664 -1.4224 -1.5909
N 0.6099 2.5540 -0.8201
N -1.5120 0.9528 -1.0801
C -2.6313 0.9365 2.7957
C -0.4132 3.0292 -1.6259
C 0.9238 -3.2284 3.0148
C 1.1033 -2.8818 1.6855
C -2.7807 2.4104 -2.3200
C -2.0056 -2.2144 -3.8764
C 0.2912 -0.7269 2.0532
C 1.5462 3.4530 -0.6336
C 4.7379 0.1939 1.3930
C 0.4276 -2.2634 3.8836
C -2.9493 -0.9640 -0.3690
C -2.6603 0.3108 -1.0830
C -1.1910 -0.2840 -5.1757
C -1.5770 2.1628 -1.7563
C -0.1574 -0.8867 -3.0768
C 3.4488 -0.6102 -0.5337
C 2.7161 3.2881 0.2737
C 0.1099 -1.0027 3.4180
C -1.0746 -1.1467 -4.0449
C 1.6451 -3.8521 0.6755
C -0.2293 4.2906 -2.0758
C -1.3857 3.2374 1.3901
C 0.0371 2.2322 3.8138
H -1.9527 3.8352 2.1116
H 1.1682 -4.2233 3.3586
H 3.8326 0.1203 1.9925
H 0.0482 3.3234 3.8574
H 5.5679 -0.2190 1.9592
H 2.8030 2.2480 0.5675
H 0.8798 -4.1111 -0.0564
H -2.5731 -0.0909 3.1572
H -0.5202 3.8364 1.0992
H 0.2833 -2.4970 4.9308
H 1.0721 1.8897 3.7515
H 4.1551 -1.9508 -1.9191
H 1.9840 -4.7682 1.1552
H 4.9477 1.2420 1.1799
H -3.2999 0.9521 1.9301
H 2.4796 -3.4076 0.1289
H -2.9890 -1.8011 -1.0681
H -3.0884 3.2732 -2.8872
H -0.2761 -0.2624 4.1006
H 3.6378 3.6148 -0.2063
H -0.3683 1.8806 4.7646
H 5.3501 -1.1647 -0.1252
H -2.1790 -1.1581 0.3729
H -2.0348 3.0949 0.5276
H -0.8767 4.8783 -2.7051
H 2.5704 3.8941 1.1707
H -3.1042 1.5377 3.5761
H 2.5227 -1.4089 -2.1426
H -3.9148 -0.8899 0.1327
*
```

Properties
E: -91705.9340 eV
strongest force on any atom: 0.2 eV Å⁻¹
<S²>: 3.78
lowest unoccupied orbital energy (alpha / beta): -3.0 / -4.2 eV
energy relative to the best compared isomer or geometry (same formula, charge and spin): 25.70 kJ/mol
Kohn-Sham gap (alpha / beta): 7.628 / 6.575 eV

Results of the Löwdin charge analysis, in e, for atoms 1 through 4:
1. Tc 1.311
2. S 1.158
3. S 1.146
4. S 0.662

(7)
The following is a DFT calculation (the ωB97M-V functional and the def2-TZVPD basis) of C23H29NO3S as an isolated structure.

Structure (ORCA input):
```
! wB97M-V def2-TZVPD RIJCOSX def2/J DEFGRID3
* xyz 0 1
S -4.0562 -1.9108 -4.1048
O 1.0500 2.6789 0.2587
O -2.0391 -0.5915 -7.2544
O 2.9589 1.1889 0.8029
N -0.0410 -0.7773 -1.9317
C 1.4445 -0.9396 -1.3733
C 4.0251 2.6740 -0.6631
C -1.7286 -1.3720 -4.3710
C 0.7431 -0.0103 0.7474
C -4.2157 -0.8323 -7.1358
C -3.1581 -2.0250 -2.7669
C 0.4750 0.0175 2.2450
C -0.6130 -1.8642 -2.1238
C -2.8952 -1.2030 -4.9790
C 3.5480 2.3692 0.6629
C -0.1086 1.0460 2.9614
C 1.4044 0.6513 6.3761
C -0.8242 -0.0732 5.2827
C -2.9648 -1.1826 -6.4512
C 0.4527 -0.1212 7.3391
C -1.8628 -1.9516 -3.1516
C 1.6310 -1.0594 -0.0846
C -0.5998 0.3668 -1.4835
C 1.2730 1.0437 5.0883
C -0.0297 0.7822 4.6866
C 1.5340 1.4998 0.5806
C -0.6562 0.1696 0.1588
C -0.5983 -0.3532 6.5358
H -1.3720 1.0922 0.5266
H 2.0505 1.6060 4.5044
H 3.0496 2.9597 -1.2665
H 4.4462 2.1757 1.4196
H -0.9247 -2.4052 -1.1487
H -1.2445 -0.7632 0.3632
H 2.2659 0.8408 7.0750
H 2.3721 -1.0995 0.3908
H -4.4917 -0.6922 -8.0540
H -0.7693 -0.9390 -4.7649
H -3.5519 -2.5701 -1.8574
H 0.3859 1.9643 2.7449
H 2.0511 0.2147 -1.8420
H 0.0029 -2.7368 -2.5273
H -5.0012 -0.1762 -6.5003
H -0.0640 1.3363 -1.6888
H 1.9471 -1.5108 -1.9485
H 0.0479 -1.1507 2.4095
H 4.6834 1.6895 -0.9846
H -1.1908 0.7913 2.6596
H -1.7941 -0.5166 4.6869
H -4.7653 -1.7885 -6.9210
H 2.9205 3.1808 1.0415
H 1.5336 -0.2981 2.7589
H 1.0288 -2.0878 0.2520
H -1.5070 -1.0728 7.0650
H 4.7301 3.5577 -0.7781
H -1.5154 0.4318 -1.8790
H 0.5279 -0.2539 8.4115
*
```

Properties
E: -42771.7146 eV
strongest force on any atom: 15.5 eV Å⁻¹
lowest unoccupied orbital energy: -0.4 eV
Kohn-Sham gap: 7.635 eV

Results of the Löwdin charge analysis, in e, for atoms 1 through 4:
1. S 1.120
2. O 0.017
3. O -0.037
4. O -0.039